{
  "formula": "C34H68Br2O16S8",
  "method": "ωB97M-V/def2-TZVPD",
  "species": ["H", "H", "C", "H", "H", "H", "H", "O", "H", "C", "C", "O", "H", "O", "H", "H", "H", "H", "H", "C", "H", "H", "H", "H", "C", "H", "C", "H", "H", "H", "S", "C", "C", "C", "H", "H", "C", "C", "O", "H", "H", "H", "H", "C", "O", "H", "C", "H", "Br", "H", "H", "C", "H", "H", "C", "H", "H", "C", "H", "H", "O", "C", "C", "H", "H", "H", "H", "H", "C", "H", "H", "H", "H", "C", "S", "C", "H", "H", "H", "C", "H", "H", "C", "C", "S", "C", "H", "C", "Br", "O", "H", "C", "H", "H", "S", "O", "O", "H", "C", "O", "S", "O", "H", "H", "S", "C", "C", "O", "H", "C", "C", "H", "C", "H", "H", "C", "H", "S", "H", "O", "H", "H", "H", "O", "O", "H", "S", "O"],
  "coordinates": [[-1.503, 4.440, 5.177], [-0.971, 0.463, 2.102], [0.195, 2.227, -5.684], [1.211, -6.577, -5.328], [2.157, 2.720, -6.322], [4.410, 5.850, 0.070], [-1.766, 0.507, 5.333], [1.356, 4.559, -0.718], [-1.640, -2.841, -6.130], [2.134, 2.264, -4.183], [-4.219, 1.090, -1.499], [0.196, 5.031, -5.333], [0.983, 3.273, -2.522], [0.418, -4.292, -6.370], [5.771, 3.822, -0.332], [2.380, 3.522, 2.226], [-3.104, -0.529, -4.742], [3.389, -5.694, -3.405], [-1.503, -2.918, -2.125], [-2.121, -2.425, -2.875], [0.668, -1.085, 2.875], [0.384, 1.597, 1.638], [1.762, 0.128, 2.967], [-5.230, 1.767, 5.107], [4.684, 3.736, -0.306], [0.661, -4.233, -3.323], [2.092, -0.899, 1.065], [-3.698, 2.207, -3.348], [1.805, 1.409, -3.592], [2.123, -2.424, 5.222], [-5.727, 0.047, -1.505], [1.367, 3.429, -3.530], [-1.363, -1.317, -3.695], [3.382, -2.733, 7.063], [2.942, -6.466, -5.499], [2.141, -3.719, -2.406], [-5.797, 2.126, -3.079], [1.704, 2.013, -5.628], [2.405, -5.314, 7.247], [2.604, -2.548, 7.805], [3.625, -3.116, 3.701], [4.279, -2.359, 7.555], [5.112, -5.006, 5.235], [2.079, -5.980, -5.045], [-3.237, 2.673, 7.515], [-7.684, 1.183, -2.684], [4.274, 3.113, 1.045], [1.797, 4.430, -3.532], [-3.931, 0.669, 2.274], [-3.401, 0.380, -1.619], [3.248, -3.018, -4.502], [2.819, 3.388, 1.237], [-2.707, 3.316, 5.034], [-0.069, 0.409, 5.436], [-6.737, 1.422, -2.202], [1.889, -6.295, -2.920], [0.607, -2.097, -0.064], [-1.007, 1.482, 7.100], [0.302, 2.688, 4.898], [-7.033, 1.984, -1.316], [-1.804, -4.737, -4.123], [-2.193, -1.096, -4.935], [0.017, 0.570, 1.654], [-0.335, -1.540, -3.980], [-6.221, 3.061, -3.444], [2.742, -1.720, 1.369], [3.224, 2.275, -4.157], [3.284, -1.267, 5.520], [1.155, -0.370, 2.212], [1.808, -1.346, -1.131], [-3.017, -1.982, -2.441], [3.514, -5.314, 4.629], [-5.712, -0.268, 3.723], [1.748, -4.151, -3.326], [-2.759, -3.643, -4.074], [-4.370, 2.278, -2.493], [-0.960, 2.273, 3.769], [3.800, 5.455, -1.563], [1.612, -2.343, -4.696], [-2.493, -2.495, -5.546], [-3.669, 1.531, 4.912], [-1.447, 0.777, 7.806], [3.145, -2.345, 5.592], [2.185, -3.258, -4.544], [-0.040, 0.093, -0.174], [-0.894, 1.102, 5.604], [4.450, 3.045, -1.116], [-4.561, 0.911, 5.012], [-4.610, -0.028, 6.756], [2.854, -4.204, -6.988], [-3.975, -0.890, 4.132], [-1.687, 3.391, 5.413], [-4.225, 3.196, -1.923], [-4.154, 1.488, -0.486], [1.811, -4.399, -6.011], [-1.157, 4.019, 8.006], [4.760, -4.878, 7.840], [-0.264, 2.459, -6.646], [-4.655, -0.070, 3.900], [-5.479, -0.946, -2.517], [-1.874, 3.052, 7.202], [-1.360, -0.456, -0.386], [-1.590, -0.476, -5.599], [4.831, 3.620, 1.833], [2.360, 4.908, 0.309], [3.973, 5.073, -0.557], [4.066, -3.190, 4.696], [2.087, 6.031, 1.170], [5.010, -2.648, 4.734], [1.267, -1.239, -0.191], [-0.754, 2.426, 4.828], [2.011, 1.069, -6.079], [2.326, -5.584, -3.620], [-0.379, 1.393, -5.279], [0.023, 1.636, 7.420], [4.088, -4.634, 5.258], [-1.244, -0.348, -3.211], [3.629, -4.579, 7.007], [2.227, 2.560, 0.848], [0.445, 1.218, -0.936], [4.569, 2.064, 1.061], [2.795, -0.095, 0.845], [-3.400, -2.608, -6.141], [-6.230, -0.249, -0.157], [-1.321, 3.656, -3.802], [-5.602, 1.470, -3.928], [-0.075, 3.739, -4.593], [-4.215, -3.923, -3.829]],
  "gap_ev": [9.53, 2.72],
  "mol_weight_g_mol": 1149.2,
  "total_energy_ha": -10873.0979,
  "total_charge": 1,
  "e_above_lowest_kj_mol": 0.00,
  "homo_energy_ev": [-12.007, -12.007],
  "multiplicity": 2,
  "s2": 0.76
}

***

{
  "formula": "C34H68F3N5O4PS",
  "method": "ωB97M-V/def2-TZVPD",
  "species": ["H", "H", "H", "H", "H", "C", "H", "H", "H", "C", "C", "F", "C", "H", "O", "O", "H", "H", "C", "C", "C", "H", "H", "H", "H", "C", "H", "H", "H", "H", "H", "H", "H", "N", "H", "H", "C", "H", "H", "H", "H", "C", "C", "H", "C", "C", "H", "C", "H", "H", "C", "C", "C", "C", "P", "H", "O", "C", "H", "H", "C", "H", "H", "H", "H", "C", "C", "H", "H", "H", "H", "C", "H", "C", "C", "N", "H", "H", "H", "C", "H", "H", "O", "C", "H", "C", "F", "H", "N", "C", "C", "H", "H", "S", "C", "H", "H", "C", "N", "C", "H", "H", "H", "H", "H", "N", "H", "H", "H", "H", "H", "C", "H", "H", "F", "H"],
  "coordinates": [[7.195, 2.639, -1.779], [-8.474, -3.353, -0.075], [10.227, -1.429, -4.699], [9.759, 0.667, -5.985], [-3.445, 0.421, 10.009], [-3.181, 1.701, -1.202], [-1.552, 0.378, 3.395], [-3.877, 1.522, 6.334], [-8.659, -0.351, -0.677], [8.318, 0.685, -4.375], [-5.155, 0.891, 8.814], [-1.733, -5.288, -0.799], [9.763, 0.684, -4.889], [3.737, 0.342, -4.130], [1.104, -4.077, 1.252], [-1.508, -1.147, 1.902], [-8.166, -2.902, -2.534], [-4.489, 1.264, 0.614], [10.639, -0.465, -4.383], [-2.200, 0.016, 2.477], [-5.628, -2.357, 1.258], [-4.965, -3.175, 1.557], [-9.738, -3.630, -2.188], [-2.738, 2.191, 2.057], [5.469, 1.001, -1.977], [-5.817, -2.363, -0.250], [3.813, 1.745, 0.776], [-4.832, -2.281, -0.724], [-6.227, -0.261, -0.473], [-3.906, 2.622, -1.334], [-3.224, -0.335, 4.928], [-8.139, -1.049, 0.842], [1.858, -2.528, -2.960], [-1.754, 2.118, -1.480], [4.925, 2.058, -3.507], [-5.185, 1.951, 9.083], [3.555, 2.809, 0.300], [-3.479, 0.940, -2.072], [6.830, 0.006, -6.647], [-9.933, -2.380, -0.085], [2.490, 3.088, 0.731], [2.136, 0.873, -1.574], [-8.941, -2.481, -0.543], [-6.230, -3.327, -0.566], [-3.416, 0.920, 0.220], [-9.123, -2.736, -2.032], [11.278, 0.481, -2.542], [-8.138, -1.214, -0.241], [-3.745, -0.734, 8.724], [7.798, 1.547, -4.810], [7.333, -0.838, -6.166], [-1.646, 3.655, -1.414], [-1.709, -1.191, 6.171], [-0.067, -0.907, 1.773], [3.279, 2.444, -1.608], [0.686, 1.034, -4.397], [0.724, -0.793, 2.882], [0.630, -0.730, 0.295], [6.718, -1.732, -6.321], [6.523, -0.481, -4.219], [-2.947, 0.999, 6.585], [-3.418, -0.236, 0.040], [2.409, -0.888, -4.652], [-0.874, -0.664, 5.700], [-1.719, 0.683, 8.335], [5.019, 2.030, -2.317], [-3.745, 0.336, 8.957], [4.380, 3.615, 0.496], [-5.178, -1.417, 1.592], [-2.700, 2.131, 8.394], [2.028, 2.128, -4.500], [-2.348, 1.278, 1.410], [-1.255, 1.515, 1.042], [1.702, -1.644, -2.207], [6.177, 3.186, -1.973], [1.690, 1.159, -4.686], [8.317, 0.850, -3.291], [7.982, -1.455, -4.208], [-1.469, -1.348, 7.227], [2.610, 0.104, -4.015], [-0.361, 4.652, -2.784], [-2.145, 1.557, 6.086], [1.223, -4.820, -1.134], [-1.322, -4.051, -0.084], [-5.840, 0.353, 9.479], [0.997, -1.992, -0.734], [-1.952, -2.808, -0.652], [-9.626, -1.892, -2.514], [-1.739, 4.254, -0.167], [1.109, 0.767, -0.260], [-2.715, 1.074, 8.099], [10.229, 1.637, -4.606], [5.908, 3.840, -1.040], [0.550, -3.751, -0.190], [7.515, -0.583, -4.677], [11.491, -1.277, -2.576], [-1.603, 1.903, -2.511], [10.828, -0.459, -2.875], [2.171, -0.241, -2.591], [-6.693, -1.214, -0.755], [11.625, -0.382, -4.857], [-1.663, 3.888, -3.538], [-1.873, 3.512, 0.543], [-3.834, -0.978, 6.441], [-6.578, -2.492, 1.785], [-1.396, 4.456, -2.702], [8.290, -1.003, -6.667], [9.879, -0.594, -2.348], [-6.697, -1.231, -1.852], [6.287, 3.947, -2.883], [-5.530, 0.781, 7.793], [-3.005, -0.414, 5.999], [-1.796, -2.176, 5.701], [0.781, 1.787, 0.239], [-1.670, -4.262, 1.360], [-3.277, -0.312, 2.805]],
  "gap_ev": 6.43,
  "mol_weight_g_mol": 731.0,
  "total_energy_ha": -2949.2518,
  "total_charge": 1,
  "homo_energy_ev": -12.025
}